[1]
C3H6N2S | ωB97M-V/def2-TZVPD

Each line ends with the Mulliken charge.
Positions of all 12 atoms, in Å:
C -1.12766 -1.38367 -0.16288  -0.940
C 0.60374 0.16402 0.17959  0.759
C -0.21842 1.20885 -0.50381  -0.302
H -1.42709 -2.39630 -0.04588  0.299
H -1.24282 -1.13844 -1.19376  0.344
H -1.95704 -0.77807 0.30445  0.343
H 2.25833 -0.21344 1.20448  0.282
H 2.06236 1.46416 0.80735  0.223
H -1.12784 0.86543 -0.92424  0.281
N 0.13102 -1.04585 0.39639  -0.584
N 1.91239 0.47455 0.57967  -0.474
S 0.13304 2.77875 -0.64136  -0.230

SMILES: C/N=C(/N)C=S

[2]
C17H19NO3 | ωB97M-V/def2-TZVPD

Each line ends with the Mulliken charge.
Positions of all 40 atoms, in Å:
C 1.50194 2.64533 0.89925  -1.733
C 1.42518 1.16235 1.09851  1.049
C 1.48612 0.30283 0.01329  -0.835
C 1.39653 -1.07041 0.15798  -0.441
C 1.22524 -1.61450 1.42456  0.007
C 1.18852 -0.75728 2.52324  -0.612
C 1.29018 0.61542 2.37910  1.297
C 1.24328 1.50094 3.58684  -1.693
H 1.14307 0.91080 4.49385  0.388
H 2.15337 2.09542 3.65852  0.335
H 0.40254 2.19151 3.52592  0.318
H 1.07649 -1.19726 3.50297  0.364
O 1.11526 -2.95088 1.71690  -0.514
C 0.64433 -3.84365 0.73028  -0.403
C -0.88902 -3.78609 0.58758  -0.798
N -1.35347 -2.46883 0.22626  -0.156
C -1.32926 -2.04342 -1.06954  0.372
O -1.15808 -2.80723 -2.00250  -0.708
C -1.52874 -0.59197 -1.22064  -0.325
C -1.40649 -0.00700 -2.41997  -0.427
C -1.49586 1.40149 -2.65632  0.511
C -1.39119 2.11169 -3.83196  -0.637
C -1.53971 3.47106 -3.49109  -0.446
C -1.71976 3.49751 -2.13922  -0.485
O -1.69642 2.26140 -1.62750  -0.260
H -1.87043 4.30969 -1.45520  0.465
H -1.51570 4.31164 -4.15387  0.454
H -1.23176 1.70223 -4.80841  0.497
H -1.20978 -0.62570 -3.28486  0.412
H -1.71881 -0.00676 -0.33316  0.412
H -1.34779 -1.77300 0.95607  0.325
H -1.19084 -4.47302 -0.20614  0.382
H -1.35866 -4.07538 1.53009  0.389
H 0.93632 -4.83754 1.07850  0.363
H 1.11072 -3.66164 -0.24197  0.293
H 1.44804 -1.69020 -0.72318  0.358
H 1.60329 0.71134 -0.98036  0.366
H 1.59040 2.88526 -0.15730  0.377
H 0.60883 3.13216 1.29045  0.345
H 2.36214 3.06169 1.42302  0.395

SMILES: Cc1ccc(OCCNC(=O)/C=C/c2ccco2)cc1C

[3]
C43H54BBr4N3O9P2Re | ωB97M-V/def2-TZVPD

Each line ends with the Mulliken charge.
Positions of all 117 atoms, in Å:
Re 0.40403 0.82033 0.93004  1.186
C 4.72945 -4.18403 -0.98888  -1.189
C 5.50155 -2.93816 -1.36506  0.685
C 6.22607 -2.27193 -0.22072  -1.340
O 4.63750 -1.91532 -1.95949  -0.092
P 3.07389 -1.80515 -2.00143  0.224
O 2.29156 -1.90887 -0.76305  -0.580
C 2.97776 -0.09673 -2.62701  -0.630
P 1.40034 0.68686 -2.42630  -0.802
O 0.96198 1.03286 -1.00730  -0.247
O 1.42335 2.02670 -3.24171  -0.153
C 2.13895 3.22906 -2.79468  1.059
C 1.16286 4.37504 -2.92269  -1.333
C 3.37369 3.38502 -3.65272  -1.508
O 0.42421 -0.23790 -3.19059  0.433
C -0.99757 0.04966 -3.43610  1.186
C -1.78624 -1.05928 -2.77875  -1.264
C -1.18409 0.14733 -4.93421  -1.579
O 2.52753 -2.77898 -3.10334  -0.327
C 2.92996 -3.08961 -4.47318  0.487
C 4.38135 -2.78024 -4.77400  -1.156
C 1.96224 -2.40161 -5.41308  -1.163
H 5.41152 -4.88970 -0.51649  0.456
H 4.29940 -4.66997 -1.86288  0.288
H 3.92865 -3.95574 -0.28652  0.231
H 6.20801 -3.16214 -2.16972  0.243
H 5.51179 -1.90830 0.51336  0.121
H 6.82146 -1.43483 -0.58038  0.352
H 6.89279 -2.98194 0.26529  0.426
H 3.19421 -0.05992 -3.69548  0.617
H 3.73196 0.48291 -2.09103  0.408
H 2.41001 3.07838 -1.74357  -0.040
H 0.86069 4.50120 -3.96127  0.404
H 1.62845 5.30161 -2.58760  0.432
H 0.27376 4.19276 -2.32418  0.162
H 3.09610 3.48064 -4.70142  0.345
H 4.04752 2.53663 -3.54816  0.309
H 3.91547 4.28332 -3.35853  0.431
H -1.21670 1.01818 -2.97344  -0.179
H -1.59155 -2.00864 -3.27543  0.435
H -2.85357 -0.84966 -2.84961  0.446
H -1.51618 -1.17673 -1.73001  0.139
H -0.89047 -0.78530 -5.41170  0.235
H -0.59266 0.96001 -5.35146  0.350
H -2.23306 0.33109 -5.16342  0.467
H 2.77714 -4.17123 -4.52555  0.337
H 4.61768 -1.72301 -4.65297  0.208
H 4.57433 -3.04518 -5.81432  0.513
H 5.05945 -3.35759 -4.15095  0.223
H 2.06690 -1.31721 -5.37253  0.129
H 0.93813 -2.66020 -5.15744  0.247
H 2.15484 -2.71963 -6.43741  0.539
Br 2.15006 6.52764 4.19976  -0.069
C 1.91535 5.08152 3.04202  -0.393
C 2.83504 4.03854 3.01966  -0.846
C 2.57988 2.96543 2.18558  -0.581
N 1.50729 2.88765 1.39814  0.155
C 0.64055 3.91236 1.40176  0.974
C 0.80382 5.02549 2.20861  -1.103
C -0.54262 3.75017 0.52737  0.618
C -1.23868 4.83433 0.02013  -0.747
C -2.31875 4.60141 -0.82256  -0.724
Br -3.28294 6.03365 -1.52720  -0.050
C -2.64814 3.29214 -1.14940  -0.893
C -1.89543 2.26738 -0.60831  -0.774
N -0.87452 2.48161 0.23009  0.766
H 3.71821 4.05238 3.63950  0.532
H 3.26370 2.12593 2.14675  0.594
H 0.07387 5.82100 2.22067  0.563
H -0.92683 5.84261 0.24581  0.607
H -3.47211 3.06703 -1.80912  0.618
H -2.13415 1.23655 -0.82552  0.625
C -2.14823 2.22666 3.11818  -1.391
C -0.82142 1.84661 3.68818  0.870
C -0.58455 2.18996 5.03537  -1.276
C 0.46924 1.66723 5.72701  -1.282
C 1.31596 0.74008 5.09422  1.297
C 2.33700 -0.02457 5.72735  -0.122
Br 2.76109 0.29579 7.53111  -0.161
C 2.99243 -1.01299 5.04218  -0.331
C 2.73311 -1.25187 3.67530  -0.078
Br 3.52166 -2.72396 2.84038  -0.083
C 1.85804 -0.42841 2.98659  -0.315
O 1.60022 -0.50033 1.67652  -0.394
C 1.08920 0.50845 3.72969  0.187
N 0.06352 1.09957 3.02033  1.335
H -2.89944 1.61640 3.62629  0.471
H -2.25026 2.03818 2.06005  -0.191
H -2.38332 3.26822 3.33498  0.551
H -1.29631 2.83671 5.52616  0.684
H 0.63127 1.91970 6.76572  0.426
H 3.72119 -1.63320 5.54457  0.511
C -7.37652 -2.87976 3.15006  -1.613
C -6.68087 -3.01690 1.78950  1.898
C -6.74879 -4.47678 1.32245  -1.559
C -7.42396 -2.14598 0.77727  -2.047
C -5.21529 -2.60931 1.92605  0.685
C -4.40857 -3.27478 2.86432  -0.492
C -3.06618 -2.97959 3.06230  -2.343
C -2.54619 -1.97559 2.27356  0.860
O -1.25651 -1.46222 2.25059  -0.367
B -1.28654 -0.48612 1.27849  1.373
O -2.54015 -0.36196 0.69605  -0.439
C -3.32256 -1.31630 1.34159  0.273
C -4.65471 -1.60048 1.13990  -1.097
H -8.43899 -3.09625 3.04646  0.455
H -7.27486 -1.86909 3.54551  0.370
H -6.97065 -3.57259 3.88504  0.332
H -7.78658 -4.77655 1.17836  0.439
H -6.30750 -5.15218 2.05354  0.345
H -6.22305 -4.61232 0.37740  0.369
H -8.47056 -2.44556 0.74452  0.427
H -7.02215 -2.25871 -0.22956  0.362
H -7.39386 -1.09074 1.04886  0.400
H -4.84458 -4.06327 3.45965  0.448
H -2.46514 -3.50893 3.78503  0.544
H -5.22566 -1.06591 0.39824  0.626

2S+1: 4
Charge: +2

| no. | electronic energy (eV) |
| --- | --- |
| 1 | -17022.4928 |
| 2 | -25569.4715 |
| 3 | -369916.5459 |